1.
DFT (the ωB97M-V functional and the def2-TZVPD basis) results for the molecule C3H6F2 in a non-equilibrium geometry.

CARTESIAN COORDINATES (ANGSTROEM)
C1 0.64 1.51 -1.25
C2 -0.23 0.96 -0.17
C3 0.11 -0.44 0.34
H1 0.27 2.41 -1.78
H2 1.63 1.75 -0.93
H3 0.75 0.76 -2.08
H4 -0.33 1.57 0.69
H5 -1.27 0.97 -0.58
H6 1.20 -0.50 0.50
F1 -0.38 -0.58 1.62
F2 -0.21 -1.55 -0.43

## Properties
E_HOMO, hartree: -0.4301
Energy relative to the best compared isomer or geometry (same formula, charge and spin), kcal per mole: 8.43
Energy, Ha: -317.63014
F_max, eV/Å: 2.94
SMILES: CCC(F)F

=====

2.
DFT (the ωB97M-V functional and the def2-TZVPD basis) results for a structure of composition C33H26BrCaN3O8S4Te in a non-equilibrium geometry.

CARTESIAN COORDINATES (ANGSTROEM)
Ca1 0.12 1.51 -0.44
O1 1.07 5.28 0.43
C1 0.89 3.85 0.33
O2 -0.03 3.54 -0.55
C2 2.31 3.32 -0.05
O3 2.24 2.27 -1.01
C3 2.01 2.66 -2.35
C4 1.24 1.54 -3.09
O4 1.41 1.39 -4.30
O5 0.46 0.84 -2.34
H1 0.22 5.64 0.17
H2 2.82 2.91 0.82
H3 2.88 4.16 -0.45
H4 2.96 2.85 -2.87
H5 1.37 3.54 -2.41
C5 3.99 -2.64 0.80
C6 3.18 -2.22 -0.26
C7 2.42 -1.07 -0.15
C8 2.37 -0.31 1.04
C9 3.27 -0.70 2.06
C10 4.04 -1.84 1.94
N1 1.52 0.76 1.14
N2 1.60 1.35 2.38
C11 1.08 2.49 2.63
C12 0.97 2.87 4.03
C13 -0.03 3.67 4.46
C14 -0.95 4.21 3.50
C15 -0.66 4.08 2.19
N3 0.44 3.40 1.72
H6 4.57 -3.55 0.72
H7 3.16 -2.78 -1.18
H8 1.90 -0.71 -1.02
H9 3.34 -0.09 2.94
H10 4.72 -2.12 2.75
H11 1.66 2.40 4.72
H12 -0.15 3.89 5.51
H13 -1.84 4.74 3.81
H14 -1.28 4.52 1.42
O6 -7.46 -2.96 -0.11
C16 -6.30 -2.68 -0.30
S1 -5.70 -1.96 -1.79
C17 -4.00 -1.93 -1.35
C18 -3.66 -2.39 -0.13
S2 -2.08 -2.56 0.51
S3 -5.01 -2.91 0.88
S4 -2.94 -1.45 -2.66
C19 -0.43 -3.67 -1.92
Te1 -0.74 -1.51 -1.75
C20 -0.16 -1.67 -3.87
C21 0.63 -2.93 -4.04
C22 1.48 -3.14 -5.12
C23 2.18 -4.33 -5.26
C24 2.02 -5.34 -4.31
C25 1.17 -5.14 -3.23
C26 0.48 -3.93 -3.08
H15 -1.40 -4.13 -2.07
H16 -0.03 -4.04 -0.98
H17 0.39 -0.79 -4.20
H18 -1.08 -1.72 -4.45
H19 1.60 -2.36 -5.86
H20 2.84 -4.48 -6.10
H21 2.56 -6.27 -4.42
H22 1.03 -5.92 -2.50
Br1 -2.65 0.86 6.53
C27 -2.64 0.94 4.62
C28 -1.62 0.31 3.93
C29 -1.61 0.39 2.55
C30 -2.60 1.08 1.87
C31 -3.62 1.70 2.60
C32 -3.65 1.63 3.98
C33 -2.62 1.20 0.35
O7 -3.52 1.84 -0.17
O8 -1.66 0.60 -0.25
H23 -0.85 -0.24 4.46
H24 -0.82 -0.09 1.99
H25 -4.39 2.22 2.05
H26 -4.43 2.11 4.55

## Properties
Total charge: -2
E_HOMO, hartree: -0.0492
Energy relative to the best compared isomer or geometry (same formula, charge and spin), kcal per mole: 85.27
Energy, Ha: -7151.88575
F_max, eV/Å: 2.88

=====

3.
DFT (the ωB97M-V functional and the def2-TZVPD basis) results for a structure of composition C7H23F2N7O4Sr in a non-equilibrium geometry.

CARTESIAN COORDINATES (ANGSTROEM)
Sr1 -1.44 -0.88 1.05
F1 -4.86 -1.27 -0.48
F2 -1.79 -0.33 4.79
C1 2.70 -5.75 1.39
C2 2.07 -4.60 0.70
C3 1.05 -5.03 -0.34
O1 0.27 -3.96 -0.88
C4 0.28 -3.87 -2.28
N1 1.50 -3.70 1.70
H1 1.98 -6.46 1.81
H2 3.17 -5.36 2.29
H3 3.40 -6.23 0.71
H4 2.97 -4.14 0.29
H5 0.43 -5.75 0.18
H6 1.62 -5.48 -1.15
H7 1.25 -3.58 -2.68
H8 -0.50 -3.18 -2.60
H9 -0.04 -4.83 -2.70
H10 1.15 -4.31 2.43
H11 2.24 -3.16 2.12
C5 2.94 2.68 2.09
O2 2.30 1.74 1.61
N2 3.40 2.90 3.29
N3 3.19 3.74 1.30
H12 3.75 3.82 3.48
H13 3.38 2.18 4.01
H14 2.87 3.85 0.35
H15 3.96 4.30 1.64
C6 -4.81 4.12 1.13
O3 -3.86 3.46 1.52
N4 -5.29 5.34 1.46
N5 -5.67 3.44 0.34
H16 -4.97 5.88 2.25
H17 -5.89 5.83 0.82
H18 -5.37 2.49 0.18
H19 -6.46 3.97 0.01
C7 -0.33 2.48 -3.66
O4 -0.78 1.61 -2.97
N6 -1.06 3.41 -4.17
N7 0.94 2.55 -3.90
H20 -0.51 4.04 -4.74
H21 -2.04 3.17 -4.25
H22 1.50 1.87 -3.39
H23 1.34 3.01 -4.71

## Properties
E_HOMO, hartree: -0.2744
Energy relative to the best compared isomer or geometry (same formula, charge and spin), kcal per mole: 224.73
Energy, Ha: -1195.10049
F_max, eV/Å: 5.00

=====

4.
DFT (the ωB97M-V functional and the def2-TZVPD basis) results for the molecule C30H46BINO4PS2.

CARTESIAN COORDINATES (ANGSTROEM)
C1 -4.09 6.96 0.85
C2 -2.92 6.10 1.29
O1 -2.92 4.88 0.53
C3 -1.73 4.49 0.01
C4 -0.72 4.02 0.84
C5 0.50 3.63 0.31
C6 0.72 3.70 -1.06
C7 -0.29 4.16 -1.89
C8 -1.52 4.55 -1.37
P1 -2.84 5.12 -2.46
S1 -4.56 4.22 -2.40
S2 2.29 3.23 -1.69
C9 2.60 1.87 -0.60
C10 3.24 0.71 -1.06
C11 3.68 0.55 -2.50
C12 5.15 0.11 -2.65
C13 5.33 -1.38 -2.88
I1 5.99 1.11 -4.38
C14 3.46 -0.30 -0.14
C15 3.05 -0.23 1.18
C16 3.32 -1.41 2.10
B1 2.87 -2.74 1.36
O2 3.72 -3.43 0.50
O3 1.56 -3.18 1.49
C17 2.39 0.92 1.63
C18 1.87 1.03 3.04
C19 0.52 0.28 3.21
C20 -0.40 0.33 2.00
C21 -1.81 -0.23 2.29
C22 -2.12 -1.46 1.43
C23 -3.19 -2.38 2.03
C24 -3.63 -3.48 1.06
C25 -2.78 -4.76 1.18
C26 -2.26 -5.38 -0.13
C27 -1.72 -4.38 -1.15
C28 -1.04 -5.10 -2.31
O4 -0.27 -4.23 -3.13
C29 -1.04 -3.51 -4.06
C30 2.19 1.97 0.73
N1 1.54 3.17 1.19
H1 -3.82 7.55 -0.03
H2 -4.93 6.32 0.60
H3 -4.38 7.64 1.65
H4 -1.97 6.63 1.11
H5 -2.97 5.87 2.36
H6 -0.87 3.95 1.92
H7 -0.12 4.20 -2.96
H8 -2.87 6.50 -2.26
H9 -2.21 4.99 -3.71
H10 3.52 1.48 -3.04
H11 3.04 -0.19 -2.98
H12 5.72 0.44 -1.79
H13 4.71 -1.73 -3.70
H14 6.38 -1.61 -3.10
H15 5.08 -1.94 -1.97
H16 3.96 -1.21 -0.47
H17 2.74 -1.34 3.01
H18 4.39 -1.43 2.36
H19 4.52 -3.74 0.93
H20 1.42 -3.81 2.20
H21 1.73 2.07 3.32
H22 2.58 0.57 3.73
H23 0.75 -0.77 3.42
H24 0.00 0.67 4.09
H25 0.03 -0.25 1.18
H26 -0.49 1.36 1.63
H27 -2.57 0.53 2.10
H28 -1.87 -0.54 3.34
H29 -2.40 -1.15 0.42
H30 -1.19 -2.04 1.35
H31 -4.04 -1.79 2.38
H32 -2.76 -2.84 2.92
H33 -3.62 -3.10 0.04
H34 -4.67 -3.73 1.28
H35 -1.92 -4.59 1.85
H36 -3.39 -5.52 1.68
H37 -1.43 -6.05 0.14
H38 -3.02 -6.02 -0.58
H39 -1.04 -3.66 -0.70
H40 -2.57 -3.82 -1.56
H41 -1.79 -5.62 -2.91
H42 -0.34 -5.85 -1.92
H43 -0.50 -2.59 -4.30
H44 -1.18 -4.08 -4.99
H45 -2.02 -3.23 -3.67
H46 2.23 3.91 1.27

## Properties
E_HOMO, hartree: -0.3012
Energy, Ha: -2986.80203
F_max, eV/Å: 0.77
SMILES: CCOc1cc2c(cc1[PH2]=S)Sc1c(C[C@@H](C)I)cc(CB(O)O)c(CCCCCCCCCCCOC)c1N2